Entry 1:
Entry from the OMol25 dataset: C3H5AgLiO3 as an isolated structure in a non-equilibrium geometry (wB97M-V/def2-TZVPD).

The geometry in XYZ format:
```
13
Properties=species:S:1:pos:R:3:forces:R:3:mulliken_spin:R:1
O 0.489 -0.189 -0.522 -0.8809 -0.9455 -1.4308 0.171
C 1.169 0.757 0.137 2.0940 -1.2125 -0.5297 -0.029
C -0.825 -0.256 -0.029 -2.7976 -0.2639 4.2270 -0.012
O 2.391 0.654 0.034 -1.8267 2.0228 1.1939 -0.043
O 0.359 1.522 0.849 1.8900 1.0086 0.2663 -0.001
C -0.968 1.175 0.525 -0.9639 -1.2665 0.3793 0.015
Li 1.366 -2.107 0.338 -0.6863 -0.2632 -0.1369 -0.016
H -0.891 -1.147 0.781 0.5311 2.0474 -1.0820 -0.038
H -1.812 -0.477 -0.436 1.0394 -0.0093 -1.6060 -0.003
H -1.592 1.179 1.420 0.2228 0.2088 0.0014 -0.001
H -1.392 1.861 -0.211 0.2578 -0.0145 -0.0609 0.001
H -1.177 -1.603 -1.602 0.4754 -0.9740 -0.5509 0.370
Ag 2.882 -1.369 -1.285 0.6450 -0.3380 -0.6708 0.586
```
Forces are in eV/Å.

Computed properties:
Energy above the lowest of the compared OMol25 structures with the same formula, charge and spin ... 76.3 kcal per mole
Molar mass ... 203.88 g/mol
Maximum force ... 5.1 eV/A
2S+1 ... 2
HOMO energy (alpha / beta) ... -6.61 / -5.42 eV

***

Entry 2:
Entry from the OMol25 dataset: C26H30ClFMoN6O4SSi as an isolated structure (wB97M-V/def2-TZVPD).

The geometry in XYZ format:
```
71
Properties=species:S:1:pos:R:3:forces:R:3:lowdin_charge:R:1
Mo -0.195 -0.809 0.811 -0.0696 0.1083 -0.0532 1.579
C -4.150 1.492 5.069 -0.0036 0.0007 0.0048 -0.088
C -4.442 0.485 3.965 -0.0020 0.0181 -0.0025 -0.246
N -3.400 -0.518 3.826 -0.0127 -0.0161 -0.0112 -0.019
C -2.261 -0.304 3.143 0.0086 0.0124 0.0430 -0.813
S -1.122 -1.622 3.041 -0.0080 -0.0009 -0.0067 0.639
N -2.066 0.878 2.613 0.0167 0.0018 -0.0061 0.013
N -0.845 0.914 1.979 -0.0059 -0.0749 -0.0001 -0.131
C -0.097 1.942 2.176 0.0217 0.0003 -0.0106 -0.264
C -0.519 3.166 2.915 -0.0059 0.0170 -0.0251 -0.001
C 1.272 1.757 1.724 -0.0360 0.0040 -0.0083 -0.215
C 2.250 2.738 1.850 -0.0073 0.0145 0.0027 0.000
C 3.554 2.430 1.527 0.0105 -0.0093 -0.0029 -0.040
C 3.847 1.144 1.099 -0.0094 -0.0077 0.0008 -0.035
C 2.822 0.228 0.976 0.0033 0.0076 0.0041 -0.102
N 1.550 0.515 1.276 -0.0139 0.0389 0.0088 0.014
H -4.945 2.237 5.125 -0.0008 -0.0007 0.0001 0.071
H -3.210 2.006 4.870 0.0022 -0.0013 -0.0045 0.053
H -4.073 0.997 6.037 -0.0015 -0.0004 0.0011 0.072
H -4.554 0.996 3.008 0.0043 -0.0010 0.0015 0.109
H -5.374 -0.043 4.168 0.0029 -0.0043 0.0015 0.114
H -3.558 -1.455 4.152 0.0049 0.0005 -0.0015 0.114
H -1.544 3.060 3.252 0.0022 -0.0030 0.0015 0.063
H -0.452 4.028 2.247 0.0162 0.0013 0.0088 0.087
H 0.131 3.348 3.773 -0.0053 -0.0051 0.0097 0.094
H 1.973 3.724 2.194 -0.0004 -0.0040 0.0046 0.117
H 4.334 3.175 1.615 -0.0025 0.0039 -0.0005 0.114
H 4.855 0.846 0.850 -0.0010 -0.0044 -0.0037 0.113
H 3.006 -0.779 0.635 0.0093 0.0018 0.0080 0.104
Cl 2.097 -7.332 -2.742 0.0047 0.0031 -0.0020 0.654
C 1.875 -5.624 -2.514 0.0007 -0.0190 -0.0094 -0.664
C 1.843 -4.794 -3.710 0.0170 -0.0288 -0.0057 -0.094
C 1.654 -3.484 -3.611 -0.0074 0.0468 0.0096 -0.007
C 1.461 -2.738 -2.312 -0.0056 -0.0363 0.0458 -0.452
O 0.149 -2.182 -2.379 -0.0590 0.0231 -0.0138 -0.127
C 1.531 -3.671 -1.102 0.0189 -0.0813 -0.0234 -0.116
C 1.405 -3.267 0.168 -0.0079 0.0218 -0.0335 -0.151
O 1.250 -1.992 0.592 0.0665 -0.0095 0.0456 -0.358
C 1.724 -5.105 -1.297 -0.0152 0.0613 0.0301 -0.068
H 1.965 -5.275 -4.672 -0.0017 0.0025 -0.0031 0.100
H 1.612 -2.863 -4.498 -0.0100 -0.0001 0.0000 0.122
H 1.440 -3.985 0.982 -0.0013 -0.0123 -0.0152 0.134
H 1.729 -5.745 -0.424 0.0014 0.0030 0.0042 0.115
C 0.198 0.338 -3.882 -0.0097 0.0305 -0.0021 -0.132
Si -0.506 -0.672 -2.476 0.0236 -0.0131 0.0509 0.351
C -2.306 -0.956 -2.847 0.0058 -0.0292 -0.0118 -0.137
C 2.536 -1.654 -2.225 0.0174 0.0025 -0.0138 -0.001
N -0.211 0.172 -0.964 -0.0135 -0.0171 0.0024 -0.186
C -0.098 1.578 -1.053 0.0653 -0.0413 -0.0115 -0.324
C -1.191 2.404 -0.777 -0.0171 0.0038 0.0089 -0.034
C -1.100 3.785 -0.853 -0.0164 0.0070 0.0055 -0.088
C 0.096 4.388 -1.220 0.0255 -0.0022 -0.0088 -0.088
C 1.198 3.596 -1.507 -0.0266 -0.0017 0.0070 -0.015
C 1.081 2.225 -1.415 0.0026 0.0295 0.0138 -0.256
F 2.183 1.483 -1.674 -0.0059 -0.0050 -0.0065 0.054
H 0.126 -0.242 -4.805 -0.0029 -0.0121 0.0015 0.041
H 1.234 0.638 -3.742 0.0072 -0.0012 -0.0090 0.020
H -0.399 1.244 -4.019 0.0046 -0.0006 -0.0096 0.045
H -2.420 -1.187 -3.908 -0.0096 -0.0051 -0.0007 0.037
H -2.896 -0.062 -2.632 0.0108 0.0137 0.0044 0.037
H -2.724 -1.784 -2.277 -0.0077 0.0009 -0.0155 0.018
H 3.509 -2.115 -2.056 0.0061 0.0055 0.0036 0.107
H 2.316 -0.956 -1.421 -0.0028 -0.0222 -0.0097 0.045
H 2.579 -1.096 -3.161 0.0107 0.0092 0.0023 0.082
H -2.117 1.923 -0.482 -0.0027 0.0041 0.0015 0.117
H -1.969 4.392 -0.630 -0.0004 -0.0018 -0.0009 0.104
H 0.171 5.465 -1.291 0.0015 0.0012 0.0023 0.101
H 2.150 4.022 -1.798 0.0008 0.0056 -0.0007 0.120
O -1.250 -2.539 0.099 -0.0273 -0.0731 -0.0313 -0.225
N -2.400 -2.058 0.132 0.0032 0.0630 0.0165 -0.125
O -2.315 -0.847 0.486 0.0392 -0.0229 0.0179 -0.275
```
Forces are in eV/Å.

Computed properties:
Energy above the lowest of the compared OMol25 structures with the same formula, charge and spin ... 0.0 kcal per mole
Molar mass ... 701.11 g/mol
Maximum force ... 0.1 eV/A
2S+1 ... 1
HOMO energy (alpha / beta) ... -7.42 / -7.42 eV